(1)
Below is C17H18N4O3S in the gas phase at a distorted geometry, with properties calculated with the ωB97M-V functional and the def2-TZVPD basis.

Last columns: bonded neighbours and bond lengths (Å).
Element x y z (Å)
1 C 5.62 3.30 0.15  C2 1.319, H26 1.076, H27 1.078
2 C 4.78 2.30 0.22  C1 1.319, C3 1.499, H28 1.082
3 C 3.67 2.05 -0.76  C2 1.499, N4 1.448, H29 1.094, H30 1.095
4 N 2.40 1.91 -0.09  C3 1.448, C5 1.340, H31 1.009
5 C 1.68 0.78 -0.13  N4 1.340, O6 1.223, C7 1.483
6 O 2.01 -0.21 -0.77  C5 1.223
7 C 0.42 0.85 0.65  C5 1.483, O8 1.350, C19 1.381
8 O 0.11 2.05 1.18  C7 1.350, N9 1.344
9 N -1.05 1.97 1.85  O8 1.344, C10 1.306
10 C -1.47 0.74 1.77  N9 1.306, C11 1.480, C19 1.435
11 C -2.76 0.33 2.39  C10 1.480, S12 1.834, H32 1.090, H33 1.089
12 S -4.14 1.30 1.69  C11 1.834, C13 1.768
13 C -3.92 1.06 -0.05  S12 1.768, C14 1.390, C18 1.392
14 C -3.43 -0.12 -0.59  C13 1.390, C15 1.385, H34 1.077
15 C -3.26 -0.18 -1.97  C14 1.385, N16 1.322, H35 1.082
16 N -3.54 0.81 -2.79  C15 1.322, C17 1.323
17 C -4.04 1.92 -2.27  N16 1.323, C18 1.384, H36 1.082
18 C -4.24 2.10 -0.91  C13 1.392, C17 1.384, H37 1.078
19 C -0.56 -0.06 1.00  C7 1.381, C10 1.435, C20 1.491
20 C -0.73 -1.52 0.76  C19 1.491, O21 1.223, N22 1.336
21 O -1.57 -2.16 1.38  C20 1.223
22 N 0.04 -2.04 -0.19  C20 1.336, C23 1.448, H38 1.020
23 C 0.04 -3.45 -0.50  N22 1.448, C24 1.500, H39 1.098, H40 1.092
24 C 1.38 -4.06 -0.21  C23 1.500, C25 1.319, H41 1.082
25 C 1.56 -5.15 0.52  C24 1.319, H42 1.077, H43 1.078
26 H 6.41 3.44 0.87  C1 1.076
27 H 5.57 4.03 -0.64  C1 1.078
28 H 4.84 1.57 1.03  C2 1.082
29 H 3.62 2.87 -1.48  C3 1.094
30 H 3.85 1.11 -1.30  C3 1.095
31 H 2.07 2.69 0.46  N4 1.009
32 H -2.77 0.58 3.45  C11 1.090
33 H -2.93 -0.74 2.26  C11 1.089
34 H -3.21 -0.98 0.02  C14 1.077
35 H -2.87 -1.08 -2.43  C15 1.082
36 H -4.27 2.70 -2.97  C17 1.082
37 H -4.63 3.03 -0.52  C18 1.078
38 H 0.79 -1.47 -0.60  N22 1.020
39 H -0.19 -3.57 -1.57  C23 1.098
40 H -0.74 -3.92 0.09  C23 1.092
41 H 2.22 -3.54 -0.64  C24 1.082
42 H 2.53 -5.56 0.70  C25 1.077
43 H 0.73 -5.67 0.96  C25 1.078

## Properties
DFT total energy in eV: -40857.6738
2S+1: 1
HOMO-LUMO gap in eV: 8.389
Highest occupied orbital energy in Eh: -0.3179
Molar mass in Da: 358.4
Energy relative to the best compared isomer or geometry (same formula, charge and spin) in kcal/mol: 78.8
SMILES: C=CCNC(=O)c1onc(CSc2ccncc2)c1C(=O)NCC=C

***

(2)
Below is 2 unconnected molecules or ions with the total composition C19H31N3O4P, with properties calculated with the ωB97M-V functional and the def2-TZVPD basis.

Last columns: bonded neighbours and bond lengths (Å).
Element x y z (Å)
1 C 2.03 2.36 0.33  C2 1.500, H25 1.085, H26 1.087, H27 1.086
2 C 0.84 1.55 0.75  C1 1.500, O3 1.205, N4 1.426
3 O 0.90 0.60 1.49  C2 1.205
4 N -0.39 1.93 0.16  C2 1.426, C5 1.492, N8 1.401
5 C -0.73 3.39 0.12  N4 1.492, C6 1.504, O7 1.192
6 C -0.29 4.28 1.24  C5 1.504, H28 1.090, H29 1.089, H30 1.085
7 O -1.35 3.78 -0.83  C5 1.192
8 N -1.48 1.17 0.60  N4 1.401, C9 1.357, C16 1.353
9 C -1.94 1.32 1.87  N8 1.357, C10 1.360, H31 1.078
10 C -3.01 0.62 2.34  C9 1.360, P11 1.840, C14 1.408
11 P -3.54 0.81 4.09  C10 1.840, C12 1.821, O13 1.650
12 C -5.35 0.95 3.91  P11 1.821, H32 1.087, H33 1.086, H34 1.090
13 O -3.10 2.37 4.42  P11 1.650, H35 0.964
14 C -3.64 -0.26 1.44  C10 1.408, C15 1.370, H36 1.082
15 C -3.16 -0.41 0.16  C14 1.370, C16 1.386, H37 1.079
16 C -2.04 0.30 -0.26  N8 1.353, C15 1.386, O17 1.306
17 O -1.59 0.16 -1.48  C16 1.306, C18 1.470
18 C -0.22 -0.35 -1.66  O17 1.470, C19 1.534, H38 1.087, H39 1.090
19 C -0.21 -1.66 -2.47  C18 1.534, C20 1.530, C21 1.548, H40 1.091
20 C -1.55 -1.97 -3.14  C19 1.530, H41 1.090, H42 1.090, H43 1.087
21 C 0.31 -2.86 -1.65  C19 1.548, C22 1.527, H44 1.094, H45 1.093
22 C 1.67 -3.40 -2.09  C21 1.527, C23 1.538, C24 1.529, H46 1.094
23 C 2.01 -4.60 -1.20  C22 1.538, H47 1.089, H48 1.089, H49 1.092
24 C 1.66 -3.87 -3.54  C22 1.529, H50 1.092, H51 1.088, H52 1.090
25 H 2.85 1.65 0.25  C1 1.085
26 H 1.89 2.82 -0.64  C1 1.087
27 H 2.29 3.09 1.10  C1 1.086
28 H -1.19 4.77 1.62  C6 1.090
29 H 0.32 5.07 0.81  C6 1.089
30 H 0.24 3.77 2.04  C6 1.085
31 H -1.40 2.03 2.49  C9 1.078
32 H -5.78 0.31 4.68  C12 1.087
33 H -5.72 0.67 2.93  C12 1.086
34 H -5.64 1.98 4.15  C12 1.090
35 H -2.22 2.33 4.80  O13 0.964
36 H -4.51 -0.82 1.75  C14 1.082
37 H -3.63 -1.09 -0.54  C15 1.079
38 H 0.35 0.44 -2.13  C18 1.087
39 H 0.21 -0.52 -0.68  C18 1.090
40 H 0.51 -1.50 -3.28  C19 1.091
41 H -1.37 -2.69 -3.94  C20 1.090
42 H -2.23 -2.46 -2.44  C20 1.090
43 H -2.01 -1.10 -3.60  C20 1.087
44 H 0.39 -2.59 -0.59  C21 1.094
45 H -0.42 -3.67 -1.70  C21 1.093
46 H 2.46 -2.66 -1.94  C22 1.094
47 H 1.83 -4.41 -0.14  C23 1.089
48 H 3.05 -4.90 -1.35  C23 1.089
49 H 1.40 -5.45 -1.51  C23 1.092
50 H 1.60 -3.03 -4.24  C24 1.092
51 H 2.59 -4.39 -3.76  C24 1.088
52 H 0.80 -4.51 -3.73  C24 1.090
53 C 6.56 1.53 1.13  C54 1.457, H56 1.088, H57 1.088, H58 1.088
54 C 5.67 2.26 0.24  C53 1.457, N55 1.146
55 N 4.97 2.84 -0.46  C54 1.146
56 H 5.99 0.79 1.70  C53 1.088
57 H 7.32 1.02 0.55  C53 1.088
58 H 7.04 2.22 1.82  C53 1.088

## Properties
DFT total energy in eV: -42147.8501
2S+1: 1
HOMO-LUMO gap in eV: 7.978
Highest occupied orbital energy in Eh: -0.4349
Molar mass in Da: 396.4
Net charge: +1